{
  "formula": "CH3FN2OS",
  "method": "the ωB97M-V functional and the def2-TZVPD basis",
  "species": ["O", "C", "F", "N", "N", "S", "H", "H", "H"],
  "coordinates": [[-1.609, -0.235, -1.353], [-1.084, 0.650, -0.768], [-1.567, 1.921, -0.793], [0.004, 0.594, 0.019], [0.819, -0.690, -0.050], [0.770, -1.542, 1.437], [0.539, 1.409, 0.269], [0.345, -1.257, -0.751], [1.784, -0.850, 1.991]],
  "forces_ev_per_a": [[-0.203, -0.372, -0.275], [0.023, 0.709, 0.296], [0.138, -0.262, 0.005], [1.131, -2.316, -0.163], [-1.039, 2.223, 0.140], [0.001, 0.122, 0.220], [-0.015, 0.000, -0.166], [-0.016, 0.159, 0.011], [-0.020, -0.263, -0.067]],
  "lowdin_charge": [0.134, -0.593, 0.094, 0.026, -0.406, 0.711, 0.137, 0.048, -0.152],
  "orbital_gap_ev": 10.306,
  "e_above_lowest_kj_mol": 0.0,
  "charge": 0
}